Record 1
37
Properties=species:S:1:pos:R:3:forces:R:3:lowdin_charge:R:1 method="wB97M-V/def2-TZVPD" spin_multiplicity=1 molar_mass_g_mol=216.31 lumo_ev="-3.9 / -3.9" charge=+1 de_lowest_ev=2.385
C 2.123482 2.883670 -0.579664 1.85 2.60 1.53 -0.12
C -3.361898 -1.265015 -0.421345 -3.86 1.82 -1.09 -0.07
C -3.759852 0.746169 1.101634 -1.95 -1.79 0.76 -0.03
C 1.814433 -2.937769 -0.487557 -0.02 -2.31 0.47 -0.01
C 2.161423 -0.613381 -1.787479 -1.69 -2.53 -0.68 0.00
C 0.939048 2.683960 0.354636 -1.25 -0.24 -0.44 -0.23
C 0.990587 1.253316 0.981122 1.35 1.79 2.86 -0.22
C -2.810890 -0.381822 0.639316 0.91 1.33 0.60 -0.38
N 1.821056 -1.854576 1.566864 0.23 -2.69 -1.43 0.21
N 1.721199 -1.701540 0.331456 1.33 -3.34 0.95 -0.29
N 0.889696 0.293462 -0.066560 -0.74 2.14 -0.78 -0.04
N -0.524581 -0.490864 0.034962 2.99 -0.96 0.04 -0.20
N -0.375801 -1.622574 0.200241 -1.47 -2.54 -0.64 0.22
N -1.567146 0.246889 0.128858 -1.75 2.63 0.30 0.07
N 1.841136 -0.592637 -0.377241 -0.56 2.43 0.08 -0.10
H 2.284804 4.022693 -0.789865 -0.54 -2.15 -0.06 0.12
H 3.079725 2.619011 -0.049626 -0.77 0.12 -0.26 0.09
H 2.134127 2.303150 -1.465743 -0.40 -0.28 -0.95 0.03
H -4.080453 -0.737315 -1.206605 1.76 -0.68 1.57 0.14
H -2.704190 -1.857834 -0.930852 2.19 -1.13 -1.30 0.03
H -4.002299 -1.979167 0.022699 -0.96 -0.77 0.73 0.08
H -4.509547 0.765127 0.302805 -0.15 0.60 0.41 0.07
H -3.394931 1.737992 1.294913 0.70 0.26 -0.13 0.07
H -4.306290 0.433093 2.075211 0.89 0.40 -1.68 0.12
H 2.869784 -3.124003 -0.837668 -0.90 0.49 0.69 0.11
H 1.552911 -3.791205 0.291743 0.21 1.78 -2.13 0.15
H 1.181818 -2.819236 -1.423156 0.50 -0.55 1.66 0.10
H 2.497732 0.295593 -2.081407 0.34 3.13 -0.50 0.05
H 2.953666 -1.213110 -2.129922 1.32 -1.33 0.64 0.09
H 1.339158 -0.971068 -2.420592 -0.29 0.56 0.27 0.11
H 0.007852 2.702141 -0.262976 0.48 0.17 0.30 0.09
H 0.832846 3.565553 1.026590 0.24 -1.04 0.06 0.12
H 1.964687 1.195552 1.537178 -0.29 -0.23 -1.00 0.12
H 0.348077 1.059895 1.899387 -0.18 0.27 -1.51 0.14
H -2.535005 -0.973332 1.519951 0.28 0.00 -0.26 0.14
H 2.068820 -1.113723 2.136835 0.19 2.70 0.73 0.06
H -1.485177 1.232900 -0.128144 0.01 -0.66 0.17 0.15

Record 2
33
Properties=species:S:1:pos:R:3:forces:R:3:lowdin_charge:R:1 method="wB97M-V/def2-TZVPD" spin_multiplicity=1 molar_mass_g_mol=208.30 lumo_ev=-0.1 charge=0 de_lowest_ev=0.000
C -2.456421 1.268825 -0.222518 0.69 -0.26 0.16 -0.19
C -0.577123 1.193179 2.219478 0.05 0.10 -0.61 -0.19
C 0.200884 2.728833 -0.409854 -0.06 -0.53 0.25 -0.20
C -1.816418 -1.586342 -1.765881 0.20 -0.17 0.09 -0.32
C -1.233115 -2.431518 0.856191 0.19 -0.05 -0.26 -0.30
C 2.835414 0.747762 0.475861 -0.12 -0.23 0.04 -0.30
C 2.772214 -1.818568 -0.614516 -0.16 0.00 0.23 -0.34
C 0.321644 -0.422452 -0.216163 0.27 1.50 -2.70 -0.75
Si -0.626722 1.159544 0.305868 -0.15 0.34 0.22 0.45
P -0.355898 -2.038589 -0.731527 -0.79 -0.19 -0.05 0.78
P 1.857646 -0.802882 0.617133 0.56 0.28 -0.02 0.76
H -3.075612 0.511780 0.246229 -0.11 -0.19 0.06 0.02
H -2.850505 2.234376 0.079472 0.06 0.26 0.14 0.03
H -2.570503 1.198488 -1.297729 -0.02 -0.04 -0.24 0.02
H 0.375339 0.824188 2.594038 0.12 -0.03 0.06 0.00
H -0.715169 2.204358 2.598371 -0.03 0.14 -0.01 0.03
H -1.358512 0.575694 2.654345 -0.12 -0.17 0.00 0.02
H 0.999578 2.485542 -1.104112 0.07 -0.08 -0.05 0.00
H -0.527147 3.325332 -0.952653 -0.19 0.04 -0.06 0.02
H 0.616868 3.356700 0.373346 0.06 0.09 0.17 0.02
H -1.492618 -0.862730 -2.511983 -0.05 0.02 -0.06 0.02
H -2.635025 -1.181312 -1.177785 -0.05 0.06 -0.04 0.01
H -2.157511 -2.485946 -2.278777 -0.02 0.00 -0.01 0.03
H -0.488304 -2.589567 1.633607 -0.03 -0.03 0.09 0.02
H -1.806456 -3.347562 0.726211 -0.07 -0.05 0.03 0.03
H -1.896155 -1.618347 1.145155 -0.11 0.03 0.10 0.02
H 3.827023 0.573594 0.893394 0.00 0.04 0.03 0.04
H 2.354537 1.550246 1.028468 0.03 0.13 0.03 0.02
H 2.922767 1.020238 -0.576715 -0.01 0.08 -0.05 0.04
H 2.564102 -1.432894 -1.611329 0.04 0.04 -0.14 0.02
H 2.461144 -2.856606 -0.552745 0.06 -0.04 -0.08 0.01
H 3.834681 -1.750628 -0.394674 0.13 0.01 0.04 0.03
H 0.695372 0.267267 -2.028207 -0.42 -1.09 2.62 0.17

Record 3
38
Properties=species:S:1:pos:R:3:forces:R:3:lowdin_charge:R:1 method="wB97M-V/def2-TZVPD" spin_multiplicity=1 molar_mass_g_mol=328.09 lumo_ev=-16.3 charge=+3 de_lowest_ev=4.469
In -27.171790 18.919930 -7.641710 -0.77 0.34 -0.77 1.55
C -22.478290 17.880400 -5.979460 2.12 0.53 1.01 0.00
C -23.935460 17.973490 -6.105980 -2.32 -2.80 -1.00 -0.43
C -24.649250 18.418680 -4.850210 0.16 0.63 -0.38 -0.13
O -26.067900 18.229340 -4.913180 1.18 0.03 -0.86 -0.20
C -26.642520 18.669010 -3.703180 -1.69 1.76 0.29 -0.04
N -24.207410 18.745000 -7.310830 -0.81 -0.04 0.74 0.18
H -22.265530 17.068590 -5.283910 0.02 -0.22 0.28 0.14
H -22.072010 18.786080 -5.529140 0.22 0.13 0.01 0.12
H -21.882990 17.647240 -6.862270 -0.41 0.01 -0.27 0.12
H -24.320320 16.975100 -6.313830 -0.14 -0.23 -0.11 0.16
H -24.317640 19.448370 -4.716520 -0.67 0.47 0.70 0.16
H -24.359570 17.824230 -3.983720 0.65 -0.21 -0.15 0.17
H -26.117040 18.430530 -2.778470 0.01 -1.15 -0.21 0.13
H -27.708020 18.454450 -3.785440 0.21 -0.57 0.58 0.12
H -26.618840 19.754110 -3.602770 0.14 0.55 -0.46 0.12
H -23.532810 19.495380 -7.266820 -0.25 1.23 -0.74 0.13
H -24.081770 18.199220 -8.151330 0.06 -0.10 -0.37 0.12
C -28.710710 22.090330 -9.529040 0.80 -2.02 -0.35 -0.14
C -29.005530 20.904300 -10.498590 -0.43 2.17 1.37 -0.19
O -28.092970 19.832120 -10.275470 -0.12 0.19 0.16 -0.13
O -28.742580 21.514940 -8.174070 0.25 0.75 -0.97 -0.12
H -29.416090 22.906990 -9.682680 -0.16 -0.22 0.25 0.15
H -27.699350 22.435400 -9.743950 0.07 0.15 0.21 0.13
H -28.918460 21.362710 -11.483670 0.05 -0.54 -0.28 0.15
H -30.030000 20.617380 -10.261470 -0.04 -0.43 -0.32 0.13
H -28.017900 19.461590 -11.157900 0.70 -0.65 -0.06 0.11
H -29.240420 22.191480 -7.709250 -0.13 -0.20 0.97 0.11
C -30.613220 17.476920 -8.771640 -1.85 -1.50 -1.27 -0.21
C -29.915560 16.980610 -9.989180 1.35 -0.52 -0.97 -0.17
O -28.615680 16.543360 -9.557060 0.39 1.11 0.91 -0.03
O -29.956490 18.527940 -8.149230 1.72 0.75 0.72 -0.10
H -30.865010 16.600140 -8.175020 0.17 0.25 0.72 0.16
H -31.555350 17.937330 -9.069160 -0.44 -0.54 -0.31 0.16
H -29.907940 17.723080 -10.787160 0.53 0.56 0.04 0.13
H -30.294190 16.127350 -10.551930 -0.98 -0.26 0.63 0.16
H -28.116430 16.075080 -10.230160 -0.04 -0.10 -0.47 0.12
H -30.678500 19.128540 -7.950300 0.42 0.70 0.71 0.12